# 1
{
  "formula": "C22H29N3O6S",
  "method": "ωB97M-V/def2-TZVPD",
  "symbols": ["C", "H", "O", "C", "C", "C", "C", "C", "C", "H", "H", "N", "C", "H", "C", "N", "S", "O", "O", "C", "C", "N", "C", "O", "C", "O", "C", "C", "C", "C", "C", "C", "H", "H", "H", "O", "C", "H", "H", "H", "H", "H", "H", "H", "H", "H", "H", "H", "C", "H", "C", "H", "H", "H", "H", "H", "H", "H", "H", "H", "H"],
  "coordinates": [[-5.62, -0.93, 0.09], [-5.67, -1.40, 1.08], [-4.78, -1.65, -0.78], [-3.47, -1.83, -0.41], [-2.87, -1.29, 0.71], [-1.53, -1.53, 0.98], [-0.75, -2.34, 0.16], [-1.38, -2.90, -0.96], [-2.70, -2.64, -1.24], [-3.17, -3.08, -2.11], [-0.84, -3.56, -1.61], [0.57, -2.69, 0.47], [1.54, -2.81, -0.60], [1.11, -3.31, -1.46], [2.05, -1.42, -1.01], [2.58, -0.68, 0.12], [4.20, -0.96, 0.45], [4.47, -0.49, 1.78], [4.57, -2.31, 0.12], [5.04, 0.15, -0.72], [4.89, 1.59, -0.27], [3.50, 2.00, -0.23], [2.77, 2.10, -1.36], [3.24, 2.02, -2.48], [1.28, 2.34, -1.14], [0.98, 2.42, 0.23], [-0.32, 2.31, 0.65], [-1.41, 2.16, -0.20], [-2.69, 2.05, 0.33], [-2.88, 2.12, 1.71], [-1.79, 2.27, 2.54], [-0.51, 2.36, 2.03], [0.35, 2.48, 2.67], [-1.94, 2.31, 3.61], [-3.88, 2.05, 2.10], [-3.81, 1.89, -0.42], [-3.69, 1.70, -1.81], [-3.27, 2.58, -2.30], [-4.70, 1.53, -2.17], [-3.08, 0.82, -2.04], [-1.26, 2.13, -1.27], [1.00, 3.27, -1.66], [0.76, 1.51, -1.62], [3.00, 1.95, 0.64], [5.42, 2.24, -0.96], [5.30, 1.70, 0.74], [6.08, -0.16, -0.74], [4.59, 0.00, -1.70], [1.70, -0.66, 1.28], [2.27, -0.24, 2.11], [1.22, -2.08, 1.62], [0.54, -2.07, 2.47], [2.09, -2.69, 1.87], [0.85, -0.02, 1.05], [2.85, -1.51, -1.75], [1.23, -0.84, -1.44], [2.39, -3.40, -0.24], [-1.12, -1.06, 1.86], [-3.42, -0.66, 1.39], [-6.60, -0.94, -0.37], [-5.28, 0.11, 0.20]],
  "mulliken_charge": [-0.693, 0.335, -0.484, 0.544, -0.427, -0.191, 0.708, -0.231, -1.040, 0.435, 0.306, 0.030, -1.368, 0.416, -0.675, 0.129, 1.298, -0.731, -0.723, -0.700, -0.968, -0.016, -0.123, -0.680, 0.025, -0.359, -0.179, 0.167, 0.408, -0.524, -0.592, -0.504, 0.455, 0.399, 0.487, -0.458, -0.928, 0.414, 0.233, 0.333, 0.533, 0.601, 0.126, 0.307, 0.349, 0.477, 0.505, 0.396, 0.187, 0.786, -1.500, 0.578, 0.422, -0.528, 0.685, 0.209, 0.446, 0.063, 0.411, 0.244, 0.175],
  "relative_energy_kj_mol": 279.93,
  "homo_lumo_gap_ha": 0.29273,
  "e_homo_ev": -7.36
}

=====

# 2
{
  "formula": "C32H26BN12O6Ru",
  "method": "ωB97M-V/def2-TZVPD",
  "symbols": ["Ru", "C", "C", "N", "N", "C", "B", "N", "C", "C", "C", "N", "N", "C", "C", "C", "N", "N", "C", "C", "C", "N", "H", "H", "H", "H", "H", "H", "H", "H", "H", "H", "H", "H", "O", "C", "O", "C", "C", "N", "N", "C", "C", "O", "O", "H", "H", "H", "O", "C", "N", "C", "C", "O", "N", "C", "C", "C", "C", "C", "C", "C", "C", "C", "C", "C", "C", "H", "H", "H", "H", "H", "H", "H", "H", "H", "H", "H"],
  "coordinates": [[0.02, 0.11, -0.42], [-3.20, -2.07, 1.80], [-1.94, -1.48, 1.79], [-1.52, -1.32, 0.53], [-2.50, -1.81, -0.27], [-3.52, -2.25, 0.47], [-2.30, -1.76, -1.80], [-0.85, -2.21, -2.13], [-0.41, -3.22, -2.87], [0.98, -3.20, -2.87], [1.33, -2.12, -2.09], [0.21, -1.52, -1.65], [-2.38, -0.23, -2.19], [-3.13, 0.43, -3.06], [-2.83, 1.79, -2.99], [-1.85, 1.89, -2.04], [-1.57, 0.66, -1.53], [-3.27, -2.63, -2.53], [-3.61, -3.91, -2.22], [-4.29, -4.43, -3.28], [-4.30, -3.38, -4.23], [-3.68, -2.31, -3.79], [-3.79, -2.34, 2.66], [-1.31, -1.21, 2.61], [-4.40, -2.67, 0.02], [-1.10, -3.88, -3.36], [1.64, -3.88, -3.38], [2.30, -1.73, -1.82], [-3.83, -0.12, -3.67], [-3.28, 2.58, -3.57], [-1.34, 2.76, -1.68], [-3.34, -4.37, -1.28], [-4.72, -5.41, -3.37], [-4.75, -3.38, -5.21], [3.80, 0.80, 4.26], [2.59, 1.07, 4.74], [2.42, 1.49, 5.85], [1.43, 0.97, 3.80], [0.17, 1.39, 4.14], [-0.62, 1.22, 3.07], [0.06, 0.73, 2.03], [1.29, 0.54, 2.46], [2.25, -0.02, 1.49], [3.43, -0.10, 1.69], [1.70, -0.43, 0.34], [3.76, 0.45, 3.34], [-0.19, 1.79, 5.08], [-1.57, 1.54, 2.94], [1.61, 1.31, -2.04], [1.50, 2.23, -1.25], [2.18, 3.40, -1.18], [1.64, 4.25, -0.13], [0.54, 3.29, 0.50], [-0.13, 3.58, 1.45], [0.58, 2.14, -0.22], [2.61, 4.53, 0.98], [2.17, 5.40, 2.05], [2.99, 5.67, 3.10], [4.26, 5.07, 3.14], [4.70, 4.20, 2.10], [3.89, 3.93, 1.03], [1.05, 5.56, -0.64], [-0.31, 5.82, -0.65], [-0.77, 7.02, -1.18], [0.12, 7.96, -1.69], [1.48, 7.70, -1.67], [1.95, 6.50, -1.15], [2.77, 3.73, -1.93], [1.17, 5.81, 2.00], [2.67, 6.32, 3.91], [4.91, 5.26, 3.99], [5.68, 3.74, 2.17], [4.21, 3.27, 0.24], [-1.02, 5.13, -0.22], [-1.83, 7.23, -1.18], [-0.25, 8.89, -2.10], [2.18, 8.43, -2.06], [3.02, 6.30, -1.14]],
  "mulliken_charge": [-0.292, -1.385, -0.288, 0.066, 0.324, -0.012, 0.554, 0.584, 0.085, -1.359, -0.290, 0.040, 0.158, 0.172, -1.435, -0.532, 0.445, 0.430, -0.343, -0.864, -0.298, -1.013, 0.457, 0.748, 0.675, 0.454, 0.454, 0.557, 0.620, 0.478, 0.604, 0.627, 0.448, 0.483, -0.533, 0.354, -0.547, 0.480, -0.488, -0.529, 0.138, 0.158, 0.563, -0.750, -0.369, 0.398, 0.576, 0.217, -0.539, -0.501, 0.123, 3.483, -1.182, -0.630, 1.210, -0.592, -0.019, -0.998, -0.403, -0.690, -0.484, -0.141, -0.034, -1.100, -0.505, -0.934, -0.163, 0.329, 0.546, 0.510, 0.481, 0.500, 0.521, 0.467, 0.460, 0.436, 0.439, 0.390],
  "total_charge": 2,
  "relative_energy_kj_mol": 0.00,
  "homo_lumo_gap_ha": [0.27766, 0.14862],
  "e_homo_ev": [-13.86, -13.86],
  "spin_multiplicity": 6,
  "s_squared": 8.7862
}

=====

# 3
{
  "formula": "C8H15NO3S2",
  "method": "ωB97M-V/def2-TZVPD",
  "symbols": ["C", "C", "C", "C", "C", "C", "C", "C", "N", "O", "O", "O", "S", "S", "H", "H", "H", "H", "H", "H", "H", "H", "H", "H", "H", "H", "H", "H", "H"],
  "coordinates": [[0.10, -1.18, -1.02], [-0.31, -1.95, 0.05], [-0.03, 0.15, -1.06], [-0.94, -2.60, 0.83], [0.42, 1.11, -2.16], [-1.55, -3.42, 1.90], [-1.86, 2.58, -0.89], [-1.28, 1.98, 0.38], [-0.55, 0.74, 0.09], [3.81, -0.11, 1.46], [2.94, -2.05, -0.07], [-0.46, 2.89, 0.99], [3.93, 0.12, -1.41], [2.90, -0.42, 0.41], [0.44, -1.66, -1.94], [4.29, -1.11, -1.62], [-0.39, 1.48, -2.71], [0.99, 1.91, -1.79], [0.91, 0.36, -2.81], [-1.60, -2.80, 2.81], [-2.50, -3.72, 1.54], [-0.92, -4.34, 1.88], [-2.75, 3.23, -0.62], [-2.26, 1.86, -1.54], [-1.16, 3.28, -1.42], [-2.00, 1.52, 1.04], [2.33, -2.50, 0.48], [-0.67, 0.10, 0.79], [0.42, 2.73, 0.58]],
  "mulliken_charge": [-0.682, -1.100, 0.859, 1.449, -1.496, -1.248, -1.268, 0.119, -0.090, -0.506, -0.481, -0.549, -0.234, 0.646, 0.234, 0.187, 0.414, 0.380, 0.320, 0.290, 0.348, 0.286, 0.355, 0.435, 0.226, 0.386, 0.304, 0.027, 0.391],
  "relative_energy_kj_mol": 196.42,
  "homo_lumo_gap_ha": 0.30096,
  "e_homo_ev": -7.83
}

=====

# 4
{
  "formula": "C4H13NOS",
  "method": "ωB97M-V/def2-TZVPD",
  "symbols": ["C", "C", "C", "S", "C", "N", "H", "H", "H", "H", "H", "H", "H", "H", "H", "H", "H", "H", "H", "O"],
  "coordinates": [[0.88, 0.30, -0.28], [-0.18, -0.79, -0.30], [-1.67, -0.49, -0.15], [-2.31, -0.18, 1.50], [0.67, 1.30, -1.40], [0.93, 0.72, -2.73], [1.02, 0.84, 0.68], [1.83, -0.21, -0.35], [0.15, -1.52, -1.06], [0.08, -1.43, 0.58], [-2.00, 0.33, -0.79], [-2.25, -1.36, -0.46], [-1.47, 0.75, 1.94], [-0.37, 1.59, -1.40], [1.46, 2.04, -1.22], [1.27, 1.44, -3.35], [0.12, 0.37, -3.22], [2.94, -1.33, 1.22], [2.81, -0.56, 2.41], [3.42, -0.65, 1.68]],
  "mulliken_charge": [-0.293, -0.667, -0.687, -0.215, -0.515, -0.592, 0.214, 0.199, 0.424, 0.314, 0.345, 0.325, 0.094, 0.188, 0.423, 0.210, 0.229, 0.319, 0.321, -0.637],
  "relative_energy_kj_mol": 105.54,
  "homo_lumo_gap_ha": 0.36176,
  "e_homo_ev": -9.14
}

=====

# 5
{
  "formula": "C2H4ClN3O2",
  "method": "ωB97M-V/def2-TZVPD",
  "symbols": ["C", "C", "N", "N", "N", "O", "O", "Cl", "H", "H", "H", "H"],
  "coordinates": [[0.27, 0.40, -0.42], [-0.10, -1.08, -0.20], [-1.11, 0.71, -0.27], [-1.27, -0.61, 0.39], [1.21, 0.85, 0.68], [2.38, 0.52, 0.56], [0.72, 1.60, 1.52], [-0.11, -1.95, -1.72], [0.82, 0.54, -1.33], [0.49, -1.52, 0.51], [-1.19, 1.61, 0.17], [-2.13, -1.07, 0.11]],
  "mulliken_charge": [-0.124, -0.030, -0.362, -0.300, 0.841, -0.525, -0.547, -0.193, 0.360, 0.298, 0.293, 0.288],
  "relative_energy_kj_mol": 390.17,
  "homo_lumo_gap_ha": 0.34834,
  "e_homo_ev": -9.61
}

=====

# 6
{
  "formula": "C4H5N",
  "method": "ωB97M-V/def2-TZVPD",
  "symbols": ["C", "C", "C", "C", "H", "H", "H", "H", "H", "N"],
  "coordinates": [[1.16, 0.18, 0.01], [0.59, -1.02, 0.00], [-0.85, -0.84, -0.09], [0.16, 1.17, 0.05], [2.34, 0.32, -0.20], [1.23, -1.95, 0.23], [-1.78, -1.52, 0.17], [-1.82, 1.11, 0.18], [0.31, 2.20, -0.06], [-0.96, 0.42, -0.03]],
  "mulliken_charge": [-0.239, -0.289, -0.417, -0.446, 0.225, 0.261, 0.266, 0.307, 0.371, -0.040],
  "relative_energy_kj_mol": 185.51,
  "homo_lumo_gap_ha": 0.32871,
  "e_homo_ev": -8.07
}